This record from the OMol25 dataset describes a structure of composition C18H32N3OPPdSi at a distorted geometry. The level of theory is wB97M-V/def2-TZVPD.

The multiplicity is 5. The value obtained for the HOMO energy (spin up / spin down) is -3.564 / -7.354 eV. The value obtained for the molar mass is 471.95 g mol⁻¹. The calculation puts the LUMO energy (spin up / spin down) at 0.52 / -0.75 eV. As for the net charge: 0.

Each line ends with the Mulliken spin population.
Positions of all 57 atoms, in Å:
H: -1.077 0.405 2.451  0.014
H: -0.240 -0.933 -3.662  0.040
C: 1.429 3.059 0.034  -0.029
C: -1.093 1.647 -3.275  0.055
N: 1.636 1.746 0.199  0.012
C: 4.550 -3.065 -1.641  -0.104
C: 1.830 1.208 1.412  0.023
Pd: 1.419 0.474 -1.479  1.197
H: -1.303 1.902 -2.230  -0.004
H: 2.198 3.883 4.377  0.000
C: -1.702 1.263 2.191  -0.072
C: -3.436 -1.174 -1.642  0.035
H: 1.180 3.383 -0.978  -0.006
H: 5.211 -3.154 -2.505  -0.004
C: 3.891 -3.807 0.594  -0.111
N: 1.606 -1.207 -0.469  1.029
H: -4.023 1.789 0.814  0.041
C: 2.838 -2.914 0.591  0.247
H: 4.056 -4.447 1.462  -0.004
C: 1.930 2.017 2.540  0.008
H: -2.570 -0.853 -2.236  -0.008
P: -2.962 -1.562 0.047  0.070
H: -4.184 -0.370 -1.636  0.000
H: -2.960 -0.338 0.796  0.079
H: -0.507 -1.588 -0.096  -0.011
N: 1.975 4.243 3.460  0.001
C: 1.812 3.417 2.394  -0.009
H: 1.254 0.846 -4.487  0.066
C: -3.144 2.003 0.194  -0.036
C: 3.524 -2.135 -1.654  0.286
C: 2.624 -2.035 -0.537  -0.124
H: 1.936 5.248 3.361  0.000
H: 3.350 -1.453 -2.492  -0.042
H: -1.170 2.173 2.497  0.020
H: 1.898 0.121 1.465  0.010
H: 5.552 -4.632 -0.535  0.017
C: -1.327 -2.305 0.106  0.011
H: -1.268 -3.118 -0.634  0.010
H: -2.978 3.089 0.223  -0.026
O: -0.996 0.974 -0.069  0.122
C: 4.741 -3.901 -0.527  0.252
H: 1.422 5.008 0.948  -0.001
H: -0.811 2.551 -3.824  -0.003
H: 2.143 -2.816 1.430  0.018
H: -1.987 1.214 -3.735  0.013
H: 2.118 1.562 3.513  -0.003
H: -1.168 -2.716 1.113  -0.007
C: 1.536 3.937 1.108  0.029
H: -4.810 -2.028 1.460  0.006
H: -3.346 1.713 -0.840  0.005
C: -4.145 -2.645 0.842  0.019
H: -3.886 -2.069 -2.094  -0.004
H: -3.608 -3.352 1.487  -0.003
C: -1.923 1.294 0.706  0.628
Si: 0.342 0.421 -3.376  0.213
H: -2.644 1.215 2.748  0.038
H: -4.732 -3.185 0.091  -0.004

Atomic forces in eV per Å
0.075 -0.003 0.079
0.109 0.017 -0.116
0.386 -0.164 1.156
0.035 0.054 -0.196
0.091 0.103 0.474
-0.178 -0.023 0.063
0.053 1.388 0.253
0.661 0.138 -0.055
0.013 -0.130 -0.180
-0.090 0.047 -0.392
-0.152 0.238 -0.122
-0.374 -0.178 -0.285
0.173 0.000 0.351
-0.154 0.022 0.270
0.066 0.031 -0.202
-0.330 -0.566 0.684
-0.001 0.129 -0.069
0.110 0.110 -0.435
-0.006 0.120 -0.261
-0.035 -0.108 -0.375
-0.144 -0.051 0.334
1.019 0.078 -0.119
0.232 -0.214 -0.009
0.449 0.863 0.139
-0.556 -0.131 0.064
0.040 0.511 0.633
0.058 -0.444 -0.601
-0.147 -0.256 -0.201
0.043 0.211 0.209
-0.106 0.076 0.357
0.665 -0.724 0.319
-0.020 -0.405 -0.054
0.152 -0.279 0.173
0.189 0.114 0.350
0.024 0.290 -0.077
-0.239 0.252 0.032
0.250 -0.240 -0.157
0.035 0.086 0.229
-0.190 0.275 -0.205
1.174 -0.685 -1.467
-0.044 0.012 0.057
-0.032 -0.216 0.116
-0.162 -0.049 0.069
0.278 -0.097 -0.253
-0.041 0.179 0.009
-0.088 0.207 -0.192
-0.068 0.056 -0.249
-0.064 -0.304 -0.130
0.041 -0.259 -0.140
0.016 0.113 0.030
-0.371 -0.292 -0.085
0.121 0.199 -0.047
-0.208 0.136 -0.162
-1.922 -0.511 1.369
-0.937 0.266 -1.290
0.086 0.062 0.035
0.015 -0.058 0.270

=====

This record from the OMol25 dataset describes a structure of composition C9H6BrMgNO4 at a distorted geometry. The level of theory is wB97M-V/def2-TZVPD.

The value obtained for the HOMO energy is -16.021 eV. The value obtained for the molar mass is 296.36 g mol⁻¹. The calculation puts the LUMO energy at -8.99 eV. As for the net charge: +2.

Each line ends with the Löwdin charge.
Positions of all 22 atoms, in Å:
C: 0.616 1.692 -1.248  0.066
H: -1.869 0.545 -0.216  0.106
C: 4.334 -1.045 0.742  -0.642
O: 0.999 2.540 -1.899  0.233
H: 3.860 -3.017 -1.973  0.133
C: 3.696 -2.317 -1.168  0.000
H: -1.677 0.930 0.400  0.107
H: 2.727 0.216 1.565  0.083
C: 3.035 -0.494 0.816  -0.161
C: -0.555 -1.113 -1.783  0.071
H: 1.604 -2.033 -1.802  0.079
O: -0.778 -1.740 -2.739  0.217
C: 4.667 -1.957 -0.251  -0.038
O: -0.930 -2.569 1.896  0.233
C: 0.560 1.111 1.783  0.069
C: -0.656 -1.674 1.252  0.065
Mg: 0.286 -0.120 -0.016  0.235
N: 2.193 -0.903 -0.099  -0.060
C: 2.405 -1.806 -1.135  -0.049
O: 0.937 1.671 2.728  0.221
Br: 5.585 -0.512 2.011  0.901
H: 5.662 -2.367 -0.294  0.131

Atomic forces in eV per Å
1.380 2.907 -2.255
-0.093 0.145 0.147
-0.056 0.523 0.620
-1.122 -2.211 1.737
0.595 -0.187 0.046
-1.253 -0.665 -1.420
-0.179 -0.031 -0.133
0.244 0.011 0.114
2.263 -1.696 -1.048
-1.486 -3.749 -5.807
-0.046 -0.211 -0.274
0.972 3.294 4.920
-0.525 0.487 0.364
0.623 2.407 -1.693
2.072 3.323 5.531
-0.890 -3.102 2.207
0.104 -0.030 0.013
-3.488 -0.131 -1.818
2.598 1.644 3.291
-2.020 -2.676 -4.622
0.167 0.036 0.125
0.140 -0.087 -0.044

=====

This record from the OMol25 dataset describes a structure of composition C41H39GeI2N7O2RuS. The level of theory is wB97M-V/def2-TZVPD.

The value obtained for the HOMO energy is -6.105 eV. The value obtained for the molar mass is 1121.37 g mol⁻¹. The calculation puts the LUMO energy at -1.18 eV. As for the net charge: 0.

Each line ends with the Löwdin charge.
Positions of all 94 atoms, in Å:
C: 3.756 -3.698 -1.214  -0.289
C: 2.085 2.380 3.757  -0.023
C: 3.381 -1.733 0.021  -0.259
H: 2.014 3.237 -2.492  0.110
C: -4.054 -0.229 0.295  -0.070
H: 5.549 -2.383 5.293  0.107
H: -1.050 0.565 -6.859  0.105
C: -1.979 0.800 2.967  -0.313
C: -5.016 -2.353 -0.466  -0.034
C: -1.680 2.807 1.449  -0.045
C: -1.258 -0.214 5.179  -0.177
C: 1.297 2.270 -0.003  -0.100
C: 1.361 1.810 1.306  -0.207
C: -2.627 -1.892 -0.828  -0.716
H: 2.561 4.802 -1.872  0.122
C: -3.373 0.635 3.521  -0.067
C: -1.350 4.138 1.211  -0.077
C: 2.223 -2.052 4.748  -0.110
H: 2.991 1.837 4.000  0.069
H: 1.278 -2.457 5.095  0.101
N: 4.795 -4.239 2.112  0.147
C: 1.886 3.470 -0.369  -0.134
H: 0.507 5.114 -2.744  0.090
H: -0.725 5.091 4.400  0.104
H: -0.731 5.996 2.096  0.102
C: -3.583 0.329 4.816  -0.111
N: 2.529 3.791 1.899  0.127
H: 3.378 -3.259 6.094  0.107
N: -2.381 -3.196 -1.048  -0.225
N: 2.841 -0.701 -0.112  0.042
N: 3.569 -4.150 -2.263  0.091
H: -3.126 0.188 0.672  0.021
C: -2.501 -0.028 5.707  -0.131
C: 4.625 -2.011 4.869  -0.080
H: 3.518 0.111 2.480  0.090
H: -0.595 1.729 -0.959  0.082
Ru: 0.758 -0.612 -0.628  0.541
H: 1.229 1.847 4.174  0.049
C: -0.321 1.947 -3.841  -0.014
H: -4.208 0.855 2.860  0.086
C: -1.401 -3.649 -2.028  -0.118
S: -1.609 -0.614 -1.376  0.736
H: -3.245 -3.789 0.783  0.088
C: 3.477 -0.612 3.284  -0.133
Ge: 0.564 -0.480 3.010  0.758
O: 0.490 4.552 -1.965  -0.065
C: 4.658 -1.066 3.850  -0.076
I: 1.536 -1.775 -2.970  1.300
H: -5.369 -2.778 0.476  0.099
H: -4.844 -3.150 -1.183  0.088
H: -4.474 0.448 -0.453  0.103
H: -5.792 -1.694 -0.858  0.098
C: -1.000 4.960 2.273  -0.088
H: -1.295 2.709 4.806  0.122
H: -1.806 -4.526 -2.542  0.100
H: -1.939 0.362 1.952  0.080
C: 4.382 -3.682 1.189  -0.232
C: 1.809 4.018 -1.761  -0.180
H: -2.706 -0.248 6.746  0.083
C: -1.314 3.116 3.799  -0.029
C: 0.061 -0.405 -5.299  -0.126
O: 0.803 0.543 1.460  -0.337
C: 3.407 -2.506 5.314  -0.075
H: -1.401 2.637 -5.555  0.108
H: -0.459 -3.933 -1.548  0.047
H: -1.347 4.525 0.195  0.099
C: 2.504 4.184 0.642  -0.086
H: 2.987 5.133 0.420  0.121
H: -4.756 -0.335 1.123  0.088
H: -1.910 -4.789 0.203  0.065
C: 0.470 1.514 -0.980  -0.267
C: -0.967 0.078 3.831  -0.343
H: -1.223 -2.865 -2.750  0.014
C: -2.799 -4.234 -0.104  -0.087
C: 3.903 -3.024 0.026  -0.277
C: 2.249 -1.089 3.741  -0.318
H: -0.465 -0.623 5.808  0.096
C: -0.994 4.448 3.568  -0.075
C: -0.646 0.655 -5.857  -0.087
C: -1.645 2.276 2.737  -0.181
H: -4.601 0.304 5.197  0.096
H: 2.139 3.353 4.243  0.088
H: 0.199 -1.329 -5.850  0.105
C: -0.838 1.815 -5.124  -0.069
H: -1.950 2.157 0.617  0.094
C: 0.396 0.893 -3.279  -0.420
N: -3.803 -1.558 -0.274  -0.179
C: 0.562 -0.263 -4.023  -0.600
I: 0.084 -2.564 1.236  0.669
C: 1.971 2.632 2.277  -0.231
N: 1.055 0.989 -2.052  -0.083
H: -3.503 -4.930 -0.564  0.094
H: -0.447 2.861 -3.271  0.100
H: 5.609 -0.695 3.484  0.110

Atomic forces in eV per Å
0.116 0.042 -0.119
-0.342 0.011 -0.046
-0.062 -0.481 0.179
0.047 -0.047 -0.081
0.055 -0.208 -0.133
-0.052 0.033 -0.012
0.025 0.005 0.071
0.016 0.043 -0.519
0.094 0.039 0.066
0.010 0.027 0.107
-0.150 -0.162 0.509
-0.079 -0.188 0.230
0.082 0.022 -0.006
-0.141 0.034 -0.088
-0.005 0.043 -0.005
-0.148 0.029 0.402
-0.046 -0.030 -0.028
-0.046 0.019 0.093
0.160 -0.122 0.029
0.026 0.009 -0.009
-0.089 0.110 -0.091
-0.110 -0.025 -0.061
0.023 0.044 -0.085
-0.023 -0.047 -0.055
-0.016 -0.087 0.011
0.032 0.058 -0.351
-0.047 -0.174 0.142
-0.004 0.058 -0.064
0.156 -0.100 0.130
0.045 -0.213 -0.249
0.001 0.001 0.268
-0.207 -0.050 -0.126
0.174 -0.057 -0.007
-0.036 -0.021 -0.053
-0.004 0.047 -0.072
-0.157 0.115 -0.185
-0.401 0.143 0.759
0.017 -0.032 -0.060
0.011 0.016 0.034
0.096 0.039 0.155
-0.145 -0.109 0.170
0.255 0.148 0.189
0.051 -0.009 -0.074
-0.009 -0.007 0.017
-0.018 0.195 0.285
0.053 -0.063 0.145
-0.003 -0.062 0.008
-0.118 -0.130 0.048
0.017 -0.011 -0.017
0.022 0.022 -0.002
0.004 -0.045 -0.021
-0.003 0.005 0.004
0.001 -0.029 0.024
-0.002 0.033 -0.057
-0.001 0.027 0.064
0.028 0.042 0.263
-0.020 0.061 -0.022
-0.057 0.102 0.033
0.030 0.024 -0.036
0.039 0.003 -0.037
0.022 -0.140 0.002
0.086 -0.042 -0.248
0.021 -0.010 -0.016
0.050 -0.069 0.043
-0.074 0.085 -0.021
0.012 -0.036 0.113
0.055 0.113 -0.059
-0.013 -0.071 0.014
0.032 -0.082 -0.093
-0.031 0.015 -0.011
0.526 -0.236 -0.520
0.485 0.040 -0.375
0.027 0.075 -0.085
-0.069 0.065 -0.083
-0.126 0.517 -0.043
-0.102 0.013 -0.096
-0.096 0.067 -0.019
0.010 -0.066 -0.026
-0.014 0.001 -0.066
-0.158 0.027 -0.056
0.061 -0.016 -0.031
-0.001 -0.018 -0.037
-0.007 0.077 0.057
-0.046 0.103 0.005
0.013 0.066 0.096
-0.196 -0.029 -0.097
-0.089 0.123 0.061
-0.060 -0.151 -0.094
0.401 0.066 -0.426
-0.061 -0.060 -0.114
0.269 0.497 0.560
-0.005 0.022 0.010
-0.011 -0.064 -0.028
-0.058 -0.021 0.017

=====

Copy entry 2 word for word.
This record from the OMol25 dataset describes a structure of composition C9H6BrMgNO4 at a distorted geometry. The level of theory is wB97M-V/def2-TZVPD.

The value obtained for the HOMO energy is -16.021 eV. The value obtained for the molar mass is 296.36 g mol⁻¹. The calculation puts the LUMO energy at -8.99 eV. As for the net charge: +2.

Each line ends with the Löwdin charge.
Positions of all 22 atoms, in Å:
C: 0.616 1.692 -1.248  0.066
H: -1.869 0.545 -0.216  0.106
C: 4.334 -1.045 0.742  -0.642
O: 0.999 2.540 -1.899  0.233
H: 3.860 -3.017 -1.973  0.133
C: 3.696 -2.317 -1.168  0.000
H: -1.677 0.930 0.400  0.107
H: 2.727 0.216 1.565  0.083
C: 3.035 -0.494 0.816  -0.161
C: -0.555 -1.113 -1.783  0.071
H: 1.604 -2.033 -1.802  0.079
O: -0.778 -1.740 -2.739  0.217
C: 4.667 -1.957 -0.251  -0.038
O: -0.930 -2.569 1.896  0.233
C: 0.560 1.111 1.783  0.069
C: -0.656 -1.674 1.252  0.065
Mg: 0.286 -0.120 -0.016  0.235
N: 2.193 -0.903 -0.099  -0.060
C: 2.405 -1.806 -1.135  -0.049
O: 0.937 1.671 2.728  0.221
Br: 5.585 -0.512 2.011  0.901
H: 5.662 -2.367 -0.294  0.131

Atomic forces in eV per Å
1.380 2.907 -2.255
-0.093 0.145 0.147
-0.056 0.523 0.620
-1.122 -2.211 1.737
0.595 -0.187 0.046
-1.253 -0.665 -1.420
-0.179 -0.031 -0.133
0.244 0.011 0.114
2.263 -1.696 -1.048
-1.486 -3.749 -5.807
-0.046 -0.211 -0.274
0.972 3.294 4.920
-0.525 0.487 0.364
0.623 2.407 -1.693
2.072 3.323 5.531
-0.890 -3.102 2.207
0.104 -0.030 0.013
-3.488 -0.131 -1.818
2.598 1.644 3.291
-2.020 -2.676 -4.622
0.167 0.036 0.125
0.140 -0.087 -0.044

=====

- Look up the molar mass of the third one.
  1121.37 g mol⁻¹